The following is a quantum chemistry calculation of C23H19BrCdIN2O3S2 as an isolated structure, from OMol25.

- net charge = -1
- total energy (hartree) = -5059.0476
- HOMO (eV) = -4.8

XYZ file:
```
52
Properties=species:S:1:pos:R:3:forces:R:3:nbo_charge:R:1
O 0.46389 0.89044 -3.64120 -0.089 0.166 0.009 -0.800
H -0.81349 -1.37793 2.84136 0.002 -0.003 0.004 0.219
C 2.55009 -0.06945 -0.21233 0.013 -0.013 -0.049 -0.056
H 5.08528 -1.19579 0.31978 0.028 -0.007 0.008 0.240
C -1.87800 -2.38567 -0.81750 -0.007 0.022 -0.056 0.403
C 0.18178 0.20087 -4.65095 -0.001 -0.050 0.057 0.631
H -0.41711 2.76054 -2.70187 0.069 -0.066 -0.003 0.273
C -2.48047 3.06947 -2.22760 0.037 0.070 -0.040 -0.209
C -1.77614 -1.55775 0.34652 0.073 0.067 0.120 -0.270
C 4.16443 -1.19279 2.26425 -0.013 0.000 -0.029 -0.042
S 3.91544 0.88483 0.45950 0.056 0.037 -0.034 0.221
H -3.21018 -3.63113 -1.92236 -0.005 -0.002 -0.003 0.214
C -2.90487 -1.38849 1.16467 -0.034 -0.015 0.011 -0.105
C -0.53702 -0.87415 0.77496 -0.058 -0.093 -0.117 0.346
Cd 0.44132 -1.05821 -2.30994 0.217 -0.223 -0.128 1.612
S 2.88842 -1.14893 -1.53846 -0.052 0.129 0.170 -0.487
H -5.16925 -3.27406 -0.46503 0.001 0.002 -0.005 0.198
N 0.34110 -0.51596 -0.09266 -0.011 0.193 0.183 -0.440
H 2.07331 -3.80257 2.82641 -0.003 -0.003 0.003 0.211
H 0.05407 0.72110 -5.61520 0.031 -0.014 0.008 0.082
H -0.78543 0.35849 2.50857 0.012 0.014 -0.008 0.230
C -0.33681 -0.60297 2.24472 0.001 -0.010 0.007 -0.694
H -4.97553 -1.79224 1.53837 -0.004 0.001 0.006 0.200
H -1.82019 6.79419 -3.04566 0.001 0.001 0.001 0.210
H -2.81902 -0.74898 2.03412 -0.008 0.006 0.007 0.192
C -3.26847 5.34143 -2.44662 0.004 -0.006 0.000 -0.242
H 4.77751 0.21981 3.75391 -0.002 0.003 -0.003 0.206
C -0.97146 4.82407 -2.90085 0.008 -0.038 -0.006 -0.196
C -1.99988 5.75112 -2.81892 -0.006 0.016 0.002 -0.215
C 3.39808 -2.32811 2.01724 -0.016 0.032 0.011 -0.163
H 0.02329 5.13179 -3.19532 0.002 0.001 -0.003 0.216
H 2.15913 -2.87904 5.12291 0.000 0.001 0.003 0.205
H -4.08184 6.05058 -2.37961 -0.003 -0.002 0.000 0.221
C -4.12398 -1.97099 0.89596 0.056 0.005 -0.024 -0.327
C -1.20799 3.49052 -2.60887 -0.067 0.064 -0.029 -0.227
C 2.72337 -2.41132 4.32581 0.010 0.012 0.002 -0.232
I -2.73701 1.06436 -1.75722 -0.080 -0.174 0.084 0.224
H 0.72107 -0.54646 2.48173 -0.003 -0.014 0.012 0.256
H 3.34311 -2.71872 1.00836 -0.005 -0.013 -0.024 0.225
H 5.82141 -0.06580 1.46659 -0.013 0.012 0.016 0.224
Br -5.26990 3.53384 -1.64663 -0.003 -0.019 0.002 0.053
H 3.52647 -0.86528 5.58139 0.001 0.004 0.002 0.204
C 2.67853 -2.93068 3.04098 0.011 -0.008 -0.021 -0.215
O 0.03135 -1.04164 -4.62672 -0.015 -0.040 0.002 -0.772
C 4.19947 -0.67622 3.55668 0.021 0.019 -0.008 -0.212
N 1.44850 0.16950 0.40796 -0.085 -0.178 -0.120 -0.384
O -0.92237 -2.63326 -1.65113 0.022 0.163 -0.004 -0.864
C 4.87902 -0.50367 1.13565 -0.021 -0.084 -0.025 -0.550
C 3.48972 -1.28045 4.58172 -0.016 -0.025 0.005 -0.215
C -3.14186 -2.99906 -1.04581 -0.020 0.010 0.006 -0.305
C -3.50526 4.00469 -2.15215 0.005 0.073 0.001 -0.109
C -4.22560 -2.79388 -0.22948 -0.041 -0.023 -0.003 -0.186
```
Positions in Å, forces in eV/Å.